a | Formula: C5H6O3
Source: OMol25
Level of theory: the ωB97M-V functional and the def2-TZVPD basis

```
14
Properties=species:S:1:pos:R:3:mulliken_charge:R:1
C -2.07 -0.14 0.25 -0.178
O -1.21 -1.22 -0.20 -0.465
C 0.01 -0.56 -0.14 0.050
C -0.23 0.73 -0.12 0.505
C 1.33 1.28 -0.01 -0.343
O 2.17 0.04 0.13 -0.396
C 1.45 -1.19 0.05 -0.350
O -1.50 1.14 -0.06 -0.434
H -2.90 -0.06 -0.30 0.276
H -2.13 -0.35 1.32 0.274
H 1.65 1.70 -1.05 0.237
H 1.44 1.86 0.86 0.288
H 1.78 -1.75 0.87 0.293
H 1.54 -1.70 -0.85 0.243
```

Its multiplicity is 1. As for the orbital gap: 0.3335 hartree. Its LUMO energy is 0.033 Eh. Its charge is 0.

=====

b | Formula: C5H6O3
Source: OMol25
Level of theory: the ωB97M-V functional and the def2-TZVPD basis

```
14
Properties=species:S:1:pos:R:3:mulliken_charge:R:1
C -0.38 1.79 -1.06 -1.048
C -0.10 0.72 -0.15 0.171
C -0.08 -0.60 -0.56 0.604
O -0.16 -1.08 -1.83 -0.586
C 0.24 -1.43 0.63 0.529
O 0.40 -2.65 0.70 -0.655
C 0.35 -0.47 1.81 -0.203
O 0.31 0.80 1.11 -0.456
H -1.29 1.47 -1.65 0.264
H -0.53 2.57 -0.27 0.360
H 0.48 1.88 -1.79 0.253
H -0.01 -2.04 -1.79 0.325
H -0.53 -0.41 2.51 0.215
H 1.30 -0.55 2.34 0.225
```

Its multiplicity is 1. As for the orbital gap: 0.3233 hartree. Its LUMO energy is 0.023 Eh. Its charge is 0.

=====

Least stable of them? a.

=====

a | Formula: C8H10ClN2O2
Source: OMol25
Level of theory: the ωB97M-V functional and the def2-TZVPD basis

```
23
Properties=species:S:1:pos:R:3:mulliken_charge:R:1
O 3.92 2.25 -0.25 -0.515
C 3.00 1.49 -0.32 0.310
O 1.74 1.93 -0.66 -0.435
C 0.86 0.89 -0.67 0.246
N -0.18 1.15 0.33 0.117
C -0.24 2.40 1.15 -0.327
C -1.18 2.20 0.02 -0.355
C 1.67 -0.44 -0.25 0.220
N 1.14 -1.55 0.17 -0.125
C 0.14 -2.43 -0.40 -0.610
C 1.45 -2.95 0.03 -0.273
C 2.90 0.03 -0.04 -0.052
Cl 4.42 -0.64 0.42 -0.143
H 0.45 0.81 -1.63 0.367
H -0.60 0.29 0.67 0.288
H 0.74 2.95 0.86 0.266
H -0.44 2.51 2.22 0.317
H -2.14 1.84 0.32 0.311
H -0.98 2.83 -0.81 0.277
H -0.28 -2.43 -1.42 0.293
H -0.64 -2.67 0.32 0.303
H 1.59 -3.56 0.83 0.264
H 2.23 -3.20 -0.68 0.255
```

Its multiplicity is 1. As for the orbital gap: 0.3386 hartree. Its LUMO energy is -0.116 Eh. Its charge is +1.

=====

b | Formula: C8H10ClN2O2
Source: OMol25
Level of theory: the ωB97M-V functional and the def2-TZVPD basis

```
23
Properties=species:S:1:pos:R:3:mulliken_charge:R:1
C -1.53 -0.07 -0.04 0.123
C -1.47 1.19 -0.29 0.449
C -1.12 -1.19 -1.12 0.549
C -0.76 3.70 -0.19 -0.378
C -1.74 3.62 -1.31 -0.403
C 1.33 -2.64 1.64 -0.396
C 2.16 -2.91 0.45 -0.399
C 0.84 -0.67 0.08 -0.496
N -1.27 2.43 -0.53 -0.016
N 1.75 -1.53 0.91 0.065
O -1.81 -1.60 -1.96 -0.459
O 0.11 -1.60 -0.85 -0.310
Cl -2.73 -0.61 1.13 -0.131
H 0.33 3.75 -0.40 0.265
H -1.04 4.25 0.69 0.285
H -2.68 3.91 -1.02 0.308
H -1.40 3.48 -2.28 0.305
H 0.37 -3.26 1.63 0.234
H 1.78 -2.76 2.57 0.315
H 3.20 -3.15 0.62 0.317
H 1.60 -3.24 -0.47 0.228
H 1.55 -0.10 -0.64 0.159
H 2.52 -1.00 1.35 0.385
```

Its multiplicity is 1. As for the orbital gap: 0.2509 hartree. Its LUMO energy is -0.156 Eh. Its charge is +1.

=====

Least stable of them? b.

=====

a | Formula: C2H9NO4
Source: OMol25
Level of theory: the ωB97M-V functional and the def2-TZVPD basis

```
16
Properties=species:S:1:pos:R:3:mulliken_charge:R:1
N -2.02 0.76 1.36 -0.533
C -1.43 1.57 0.31 -0.272
C -0.22 0.89 -0.26 0.617
O 0.46 0.09 0.35 -0.714
O 0.04 1.27 -1.49 -0.469
H -1.43 0.02 1.70 0.208
H -2.48 1.25 2.10 0.210
H -1.09 2.53 0.71 0.224
H -2.16 1.79 -0.46 0.270
H 0.78 0.78 -1.92 0.461
O 1.11 -3.41 0.91 -0.637
H 0.93 -3.46 -0.03 0.309
H 0.63 -2.64 1.23 0.327
O 2.17 -0.20 -1.74 -0.701
H 2.76 -0.93 -1.96 0.311
H 1.95 -0.32 -0.80 0.389
```

Its multiplicity is 1. As for the orbital gap: 0.3641 hartree. Its LUMO energy is 0.019 Eh. Its charge is 0.

=====

b | Formula: C2H9NO4
Source: OMol25
Level of theory: the ωB97M-V functional and the def2-TZVPD basis

```
16
Properties=species:S:1:pos:R:3:mulliken_charge:R:1
N -0.21 1.43 -0.03 -0.574
C -1.58 0.92 0.16 -0.305
C -1.73 0.13 1.44 0.524
O -0.83 -0.29 2.10 -0.551
O -3.02 0.05 1.84 -0.447
H 0.38 1.06 0.70 0.296
H 0.10 1.21 -0.97 0.233
H -1.98 0.16 -0.57 0.217
H -2.25 1.75 0.12 0.276
H -2.99 -0.49 2.63 0.342
O 2.36 -1.72 -4.57 -0.636
H 1.78 -1.42 -3.87 0.315
H 2.58 -0.96 -5.12 0.321
O 2.58 -0.78 1.69 -0.639
H 2.85 0.04 2.10 0.311
H 1.95 -1.09 2.35 0.316
```

Its multiplicity is 1. As for the orbital gap: 0.3751 hartree. Its LUMO energy is 0.018 Eh. Its charge is 0.

=====

Least stable of them? b.

=====

a | Formula: C2H9NO4
Source: OMol25
Level of theory: the ωB97M-V functional and the def2-TZVPD basis

```
16
Properties=species:S:1:pos:R:3:mulliken_charge:R:1
O 0.42 1.88 0.20 -0.643
C -0.07 1.07 -0.63 0.098
N -0.57 -0.18 -0.23 -0.175
C -1.14 -0.16 1.11 -0.297
O -0.39 -1.12 1.84 -0.526
H -0.18 1.41 -1.69 0.368
H -1.07 -0.63 -0.99 0.263
H -1.12 0.83 1.68 0.281
H -2.16 -0.57 0.98 0.304
H 0.53 -1.02 1.71 0.362
O -0.96 -1.10 -3.30 -0.670
H 0.00 -1.47 -3.46 0.347
H -1.14 -0.52 -4.06 0.325
O 2.35 -0.06 1.46 -0.700
H 1.83 0.75 1.13 0.349
H 3.19 0.27 1.90 0.312
```

Its multiplicity is 1. As for the orbital gap: 0.3742 hartree. Its LUMO energy is 0.013 Eh. Its charge is 0.

=====

b | Formula: C2H9NO4
Source: OMol25
Level of theory: the ωB97M-V functional and the def2-TZVPD basis

```
16
Properties=species:S:1:pos:R:3:mulliken_charge:R:1
O -1.58 0.04 0.56 -0.456
C -1.11 1.26 0.36 0.432
O -1.06 2.05 1.27 -0.473
C 0.61 1.00 -0.17 -0.681
N 1.44 0.57 0.83 -0.312
H -1.61 1.67 -0.56 0.337
H 0.88 2.03 -0.35 0.379
H 0.72 0.40 -1.08 0.500
H 1.09 -0.32 1.23 0.333
H 1.32 1.26 1.56 0.343
H 0.31 -1.64 -0.56 0.370
H 0.85 -2.87 0.37 0.255
O 0.94 -1.92 0.28 -0.752
H -1.28 -0.56 -0.23 0.435
H -0.77 -1.70 -2.18 0.172
O -0.75 -1.27 -1.32 -0.881
```

Its multiplicity is 1. As for the orbital gap: 0.2174 hartree. Its LUMO energy is -0.130 Eh. Its charge is 0.

=====

Least stable of them? b.

=====

a | Formula: C2H9NO4
Source: OMol25
Level of theory: the ωB97M-V functional and the def2-TZVPD basis

```
16
Properties=species:S:1:pos:R:3:mulliken_charge:R:1
C -0.19 -0.91 2.15 -1.063
N 0.29 -0.79 0.84 -0.204
C -0.36 0.09 -0.07 0.706
O -0.63 -0.15 -1.24 -0.602
O -0.80 1.18 0.60 -0.457
H -1.31 -0.82 2.03 0.391
H -0.02 -2.02 2.45 0.338
H 0.20 -0.12 2.81 0.279
H 0.97 -1.45 0.50 0.278
H -0.43 1.08 1.49 0.336
O 0.55 -2.82 -1.29 -0.649
H 0.49 -3.50 -1.97 0.301
H 0.25 -1.97 -1.65 0.335
O 0.90 3.41 -0.92 -0.628
H 0.98 2.59 -0.42 0.316
H -0.03 3.70 -0.80 0.322
```

Its multiplicity is 1. As for the orbital gap: 0.3847 hartree. Its LUMO energy is 0.016 Eh. Its charge is 0.

=====

b | Formula: C2H9NO4
Source: OMol25
Level of theory: the ωB97M-V functional and the def2-TZVPD basis

```
16
Properties=species:S:1:pos:R:3:mulliken_charge:R:1
N -1.96 1.34 0.24 -0.510
C -0.63 1.29 0.84 -0.375
C 0.40 0.89 -0.20 0.639
O 0.02 0.40 -1.24 -0.567
O 1.67 1.05 0.11 -0.442
H -1.99 1.44 -0.75 0.216
H -2.52 2.01 0.76 0.205
H -0.32 2.29 1.17 0.281
H -0.67 0.65 1.72 0.242
H 2.17 0.70 -0.65 0.320
O -1.98 -2.90 0.51 -0.651
H -2.40 -2.83 1.38 0.313
H -2.48 -2.29 -0.07 0.327
O 3.22 -1.11 -1.27 -0.615
H 3.81 -1.40 -0.54 0.317
H 3.67 -1.53 -2.01 0.302
```

Its multiplicity is 1. As for the orbital gap: 0.3577 hartree. Its LUMO energy is 0.020 Eh. Its charge is 0.

=====

c | Formula: C2H9NO4
Source: OMol25
Level of theory: the ωB97M-V functional and the def2-TZVPD basis

```
16
Properties=species:S:1:pos:R:3:mulliken_charge:R:1
O -1.69 -1.39 0.55 -0.514
C -1.68 -0.42 -0.12 0.034
N -0.47 0.07 -0.53 0.026
C 0.69 -0.88 -0.56 -0.548
O 1.73 -0.35 0.30 -0.511
H -2.59 0.04 -0.71 0.289
H -0.30 1.08 -0.50 0.260
H 0.49 -1.83 -0.07 0.342
H 1.33 -1.06 -1.42 0.320
H 1.54 -0.53 1.32 0.313
O 1.16 1.61 -2.17 -0.619
H 1.92 1.13 -1.80 0.317
H 1.61 2.45 -2.49 0.304
O -0.39 0.77 2.33 -0.635
H -0.78 -0.10 2.13 0.333
H -0.48 0.95 3.27 0.289
```

Its multiplicity is 1. As for the orbital gap: 0.3772 hartree. Its LUMO energy is 0.026 Eh. Its charge is 0.

=====

Least stable of them? c.

=====

a | Formula: CH2IOP
Source: OMol25
Level of theory: the ωB97M-V functional and the def2-TZVPD basis

```
6
Properties=species:S:1:pos:R:3:mulliken_charge:R:1
C -0.38 -0.48 0.44 -0.442
O 1.96 1.28 0.00 -0.557
P 0.63 0.73 -0.23 0.489
I -2.27 -0.81 -0.31 0.135
H -0.25 -0.88 1.46 0.337
H 0.31 0.16 -1.36 0.039
```

Its multiplicity is 1. As for the orbital gap: 0.3000 hartree. Its LUMO energy is -0.032 Eh. Its charge is 0.

=====

b | Formula: CH2IOP
Source: OMol25
Level of theory: the ωB97M-V functional and the def2-TZVPD basis

```
6
Properties=species:S:1:pos:R:3:mulliken_charge:R:1
C -0.59 -0.96 0.15 -0.804
O 0.74 1.89 1.14 -0.272
P 1.14 2.20 -0.23 0.428
I 0.36 -0.10 -1.48 0.169
H -1.51 -1.21 -0.16 0.240
H -0.14 -1.82 0.57 0.239
```

Its multiplicity is 1. As for the orbital gap (spin up / spin down): 0.2015 / 0.2017 hartree. Its LUMO energy (spin up / spin down) is -0.060 / -0.060 Eh. Its charge is 0.

=====

c | Formula: CH2IOP
Source: OMol25
Level of theory: the ωB97M-V functional and the def2-TZVPD basis

```
6
Properties=species:S:1:pos:R:3:mulliken_charge:R:1
C -0.57 -0.33 0.20 -0.412
O 0.72 2.16 0.20 -0.532
P 0.55 0.82 -0.26 0.492
I -0.55 -2.44 -0.35 0.075
H -1.68 -0.14 0.38 0.341
H 1.53 -0.07 -0.17 0.036
```

Its multiplicity is 1. As for the orbital gap: 0.3010 hartree. Its LUMO energy is -0.037 Eh. Its charge is 0.

=====

Least stable of them? b.

=====

a | Formula: C5H4O2
Source: OMol25
Level of theory: the ωB97M-V functional and the def2-TZVPD basis

```
11
Properties=species:S:1:pos:R:3:mulliken_charge:R:1
O 1.88 -1.41 0.11 -0.491
C 1.05 -0.55 -0.04 0.556
C 1.03 0.91 0.07 -0.498
C -0.26 1.32 0.07 -0.128
C -1.32 0.27 -0.13 -0.710
C -0.56 -1.00 -0.38 0.338
O -0.84 -2.16 -0.51 -0.502
H 1.90 1.56 -0.02 0.370
H -0.54 2.37 0.15 0.390
H -1.74 -0.47 0.66 0.245
H -2.26 0.65 -0.53 0.429
```

Its multiplicity is 1. As for the orbital gap: 0.3162 hartree. Its LUMO energy is -0.017 Eh. Its charge is 0.

=====

b | Formula: C5H4O2
Source: OMol25
Level of theory: the ωB97M-V functional and the def2-TZVPD basis

```
11
Properties=species:S:1:pos:R:3:mulliken_charge:R:1
O 2.31 -1.30 -0.14 -0.566
C 1.22 -0.80 -0.03 0.479
C 1.12 0.61 0.11 -0.327
C -0.08 1.15 -0.10 -0.213
C -1.27 0.36 -0.01 -0.384
C -1.13 -0.97 0.04 -0.231
O 0.07 -1.57 -0.03 -0.285
H 2.05 1.13 0.30 0.371
H -0.13 2.20 -0.30 0.399
H -2.23 0.85 0.05 0.362
H -1.93 -1.69 0.12 0.394
```

Its multiplicity is 1. As for the orbital gap: 0.3449 hartree. Its LUMO energy is 0.009 Eh. Its charge is 0.

=====

Least stable of them? a.

=====

a | Formula: C5H4O2
Source: OMol25
Level of theory: the ωB97M-V functional and the def2-TZVPD basis

```
11
Properties=species:S:1:pos:R:3:mulliken_charge:R:1
O -1.76 -1.42 1.27 -0.243
C -0.94 -1.09 0.54 0.264
C 0.93 0.39 1.12 -0.941
C 0.42 1.06 0.05 0.063
C 0.02 0.41 -1.16 -0.533
C -0.48 -0.87 -1.15 0.591
O -0.76 -1.83 -1.82 -0.513
H 1.06 0.88 2.08 0.273
H 1.39 -0.59 1.01 0.382
H 0.21 2.12 0.15 0.322
H -0.08 0.95 -2.09 0.336
```

Its multiplicity is 1. As for the orbital gap: 0.3178 hartree. Its LUMO energy is 0.009 Eh. Its charge is 0.

=====

b | Formula: C5H4O2
Source: OMol25
Level of theory: the ωB97M-V functional and the def2-TZVPD basis

```
11
Properties=species:S:1:pos:R:3:mulliken_charge:R:1
O -0.62 3.11 -0.65 -0.192
C -0.17 2.07 -0.53 0.117
C -1.44 -0.65 -0.08 -0.767
C -0.23 -1.16 -0.26 0.039
C 1.07 -0.76 0.30 -0.573
C 1.56 0.42 0.67 0.618
O 2.13 1.37 1.02 -0.383
H -1.65 0.18 0.59 0.343
H -2.30 -1.08 -0.60 0.226
H -0.14 -2.03 -0.91 0.286
H 1.83 -1.52 0.42 0.285
```

Its multiplicity is 1. As for the orbital gap: 0.3435 hartree. Its LUMO energy is 0.029 Eh. Its charge is 0.

=====

c | Formula: C5H4O2
Source: OMol25
Level of theory: the ωB97M-V functional and the def2-TZVPD basis

```
11
Properties=species:S:1:pos:R:3:mulliken_charge:R:1
C 0.25 -1.14 -2.82 0.073
C -0.11 -0.52 -1.84 -0.592
C -0.74 0.05 -0.50 0.392
O -1.88 0.19 -0.29 -0.393
C 0.31 0.67 0.46 0.670
C 0.05 0.34 1.93 -1.171
O 1.36 1.14 0.06 -0.489
H 0.71 -1.43 -3.71 0.444
H -0.98 0.30 2.11 0.380
H 0.46 -0.58 2.00 0.356
H 0.56 0.99 2.60 0.331
```

Its multiplicity is 1. As for the orbital gap: 0.3474 hartree. Its LUMO energy is -0.020 Eh. Its charge is 0.

=====

Least stable of them? c.